No. 1
Below is a cluster of 6 separate species, C36H42F5IOP in total, with properties calculated with ωB97M-V/def2-TZVPD.

```
86
C36H42F5IOP, DFT ωB97M-V/def2-TZVPD
H -6.818 5.720 3.657
H -3.503 -1.280 6.467
H -0.967 -0.114 2.447
C 2.885 3.588 -7.878
H 2.804 0.760 -4.777
I 0.980 -0.580 -6.741
F -5.299 4.463 5.313
H 1.551 -3.284 -2.987
H 0.680 0.501 4.184
H 5.852 -1.743 -2.758
F -5.387 -1.822 8.149
F 2.671 3.673 -6.555
H -8.037 2.170 1.563
H -5.499 2.618 8.767
C -4.940 -0.575 7.883
C 2.983 2.343 -8.472
H -6.627 0.812 3.075
H -0.201 -0.595 0.122
C -6.793 4.649 3.511
C 6.140 -2.300 -4.812
H 2.910 5.711 -8.082
H -5.307 1.919 4.873
H 0.004 -1.138 6.153
H 5.288 -2.985 -4.886
C 3.201 2.294 -9.842
H 7.552 -1.690 -3.278
H 2.887 1.433 -7.892
H 4.089 -1.683 -6.282
H 3.309 5.604 -10.541
C -0.943 -4.301 6.970
H -3.689 2.962 7.120
H 6.761 -3.252 -2.973
C 3.217 4.691 -9.966
H 4.392 0.183 -3.487
C -4.036 1.962 7.342
C 2.359 0.356 2.853
H 0.573 -2.983 7.728
C 2.997 4.764 -8.598
C -3.925 -0.417 6.961
C -1.569 -2.261 5.245
C -7.523 4.026 2.508
H 3.833 0.130 1.280
C -0.538 -2.073 6.144
C -1.970 -4.459 6.051
C 3.319 3.457 -10.593
C -6.015 3.862 4.335
F 2.252 -0.522 -0.636
H -8.136 4.625 1.846
H -0.695 -5.105 7.650
P 3.256 -0.483 -4.124
H -6.317 0.312 9.252
H 3.489 3.401 -11.660
C 0.497 -0.330 0.904
C 1.847 -0.256 0.609
C -7.468 2.648 2.348
H 1.534 -3.353 -6.034
H 3.085 0.628 3.609
H 3.636 -1.798 -3.512
H 0.894 -1.345 -4.234
C 4.414 -0.843 -5.647
H 3.047 -3.183 -5.158
C 2.790 0.084 1.562
C -0.231 -3.110 7.013
H -2.686 1.011 5.966
C -3.475 0.869 6.694
C -6.675 1.886 3.196
C 0.084 -0.059 2.200
O 5.800 -1.026 -5.307
C 1.972 -2.992 -5.099
C 1.372 -3.791 -3.938
H -3.093 -3.527 4.451
C -2.295 -3.433 5.174
H 2.410 -0.178 -2.981
C -5.056 1.768 8.263
C 1.011 0.285 3.176
C -5.935 2.491 4.203
H 1.807 -4.794 -3.870
H 6.943 -2.715 -5.445
C 6.611 -2.238 -3.364
C 1.729 -1.490 -4.923
H 4.382 0.067 -6.258
H -2.526 -5.387 6.011
H 3.276 1.328 -10.324
H 0.291 -3.905 -4.065
F -1.886 -1.253 4.404
C -5.520 0.490 8.543
```

Computed properties:
DFT total energy: -2610.4768 Eh
total charge: -1

=====

No. 2
Below is a structure of composition C36H42GeN8O2S3Tc, with properties calculated with ωB97M-V/def2-TZVPD.

```
93
C36H42GeN8O2S3Tc, DFT ωB97M-V/def2-TZVPD
N -1.083 -2.761 -0.176
H -3.141 -4.794 5.059
H -3.777 -3.150 4.955
C -3.298 -0.144 -0.664
H 2.030 4.820 -3.537
H -3.060 -2.057 1.990
H -3.267 -1.143 -1.078
C 3.932 -0.198 -1.569
H 2.392 -0.093 -5.672
Tc -0.809 -1.000 1.099
C 0.120 -5.194 -2.624
H 0.059 -4.500 2.016
H -0.542 -3.443 5.910
C -0.417 -2.785 5.050
H -0.574 -5.633 3.206
C -0.379 3.842 -3.060
C 1.981 -3.780 -2.021
H 3.033 -3.545 -2.124
O 0.608 3.340 -3.867
H -1.009 5.457 -0.160
H 1.251 -0.638 4.633
H 1.638 -2.250 -0.558
C 4.091 0.011 -2.948
C -2.117 -1.799 2.481
H -0.300 -6.024 -3.175
C -3.308 -3.953 4.386
H 5.409 -1.602 -0.978
C -4.182 2.077 -0.662
C -1.685 3.687 -3.514
C -1.201 4.934 -1.086
H -1.568 -5.183 1.828
C -2.275 3.902 1.975
H -4.905 0.508 -1.927
C -0.841 -4.805 2.549
H -4.872 2.824 -1.034
N 2.464 0.555 2.010
C -1.473 1.634 1.846
N -2.446 0.134 0.304
N 1.778 -0.080 3.980
N 1.815 0.451 -3.025
H 4.854 -0.547 0.329
C -2.236 -3.375 -0.268
H 3.031 1.269 5.021
N -3.629 5.239 -0.764
H 2.409 2.609 2.490
C -2.503 4.740 -1.517
H 0.981 0.746 -3.522
H 1.451 1.919 4.551
C -2.741 4.159 -2.758
S 0.104 0.428 -1.058
H 5.955 0.065 -0.933
C 2.992 0.363 -3.683
C 2.273 1.276 4.240
C 1.938 3.734 -3.573
H 2.558 3.358 -4.384
C 2.847 1.685 2.862
H -0.764 3.046 3.269
C -0.661 -4.451 -1.739
C -2.420 1.400 0.824
O -0.654 0.615 2.164
C 2.982 0.658 -5.142
C -4.206 0.800 -1.157
S 1.250 -1.862 2.010
H -1.854 3.229 -4.479
C -3.255 2.420 0.344
H -3.102 -3.083 0.304
H 3.992 0.652 -5.543
H 3.930 1.792 2.886
H 5.059 -0.082 -3.417
H 2.079 -5.406 -3.429
C 1.209 -3.043 -1.150
C 1.444 -4.844 -2.759
N -3.884 4.799 0.365
C 1.848 -0.381 2.697
H 2.595 0.471 1.000
C -0.140 -3.378 -1.013
H 0.872 4.676 -1.511
C 5.103 -0.583 -0.729
N 2.753 -0.067 -0.961
H 2.529 1.633 -5.329
C -0.134 4.493 -1.858
C 1.670 0.240 -1.687
H 0.627 -2.835 4.742
S -2.330 -4.677 -1.345
H -2.361 -0.976 3.161
H -3.756 4.087 -3.128
C -1.444 2.865 2.447
H -0.671 -1.772 5.372
H 2.280 3.311 -2.623
Ge -1.617 -3.360 3.616
H -4.002 -4.274 3.608
H -2.222 4.881 2.433
C -3.101 3.716 0.902
```

Computed properties:
multiplicity: 4
DFT total energy: -5337.4063 Eh
total charge: +2
expectation value of S²: 3.782

=====

No. 3
Below is a structure of composition C36H43Br4N6O5PPt in a non-equilibrium geometry, with properties calculated with ωB97M-V/def2-TZVPD.

```
96
C36H43Br4N6O5PPt, DFT ωB97M-V/def2-TZVPD
C -2.553 -5.806 -2.407
H -0.358 -0.911 4.985
H -1.019 3.965 -1.451
C 4.568 -2.473 -0.226
O 1.926 2.088 4.472
N 1.304 2.185 -0.492
H -1.625 4.694 0.815
H -4.426 1.876 0.175
H 3.588 -0.324 3.970
H 0.312 0.171 6.112
H 3.087 3.574 1.956
C -1.254 0.688 -3.955
O 2.014 -0.091 -2.463
C 2.781 -0.842 -0.293
H -1.710 2.871 -5.216
C 2.881 -1.586 5.504
O 1.896 -0.210 0.352
C 3.919 -1.455 0.393
H 2.978 0.500 5.347
H -0.871 3.054 1.035
C -1.770 -2.591 1.148
C 2.739 3.301 0.984
C 4.933 4.148 -0.063
H 5.182 2.291 0.715
H 3.152 -2.312 4.713
H 6.667 3.205 0.494
H -2.983 -7.451 0.526
C -1.342 2.048 -3.338
C -3.159 4.385 -1.226
C 2.973 3.602 -1.429
O 5.310 5.253 -0.486
C 1.481 -1.765 6.048
H -0.252 0.312 -3.631
C -0.903 -2.119 -0.791
H 3.407 4.063 -2.283
H -1.988 -0.030 -3.647
N -3.215 -9.223 -2.494
H 1.470 2.600 -2.524
H 1.460 -1.735 7.125
C 3.478 3.733 -0.141
H -1.913 4.117 -4.007
H -2.838 5.431 -1.198
H -2.859 -4.884 1.324
C 4.278 -2.857 -1.535
Pt -0.021 0.738 -0.620
C 2.564 -0.997 -1.815
H -2.588 3.340 1.153
H -1.788 -3.839 -2.633
H -3.026 -0.128 -1.784
H 1.060 -2.774 5.859
Br 4.603 -0.709 1.987
N -0.875 -0.989 -0.126
C -4.328 1.414 -2.559
C -3.314 0.921 -1.523
C -2.562 -5.275 0.346
Br 2.309 -3.243 -3.606
H -4.797 0.055 -0.102
C -2.103 3.030 -4.205
C 1.176 1.279 3.835
H -4.024 4.399 -0.465
C -2.091 -4.582 -1.949
H -1.977 -3.221 2.006
N 2.821 -0.303 4.726
H -0.319 2.417 -3.230
C -4.067 0.859 -0.125
P -1.731 1.849 -1.530
Br 5.411 -3.861 0.779
C -1.411 -1.302 1.135
C 1.658 2.535 0.751
H -2.548 -6.162 -3.447
H 3.681 -1.525 6.330
H -3.184 2.940 -4.186
H -0.611 -2.273 -1.823
C -2.065 -4.346 -0.564
H -1.316 0.835 -5.066
C -2.749 -6.854 -1.468
H -3.350 0.595 0.685
N 5.638 3.141 0.521
C -2.885 -6.547 -0.117
H 1.080 2.143 1.612
H 1.198 -0.933 3.406
N -1.564 -3.080 -0.135
H -4.656 2.461 -2.388
H -5.315 0.943 -2.482
H -4.121 1.358 -3.626
C -1.670 3.685 0.607
O 0.327 1.501 2.913
C 0.604 -0.638 5.387
C 1.376 -0.197 4.198
C 3.204 -2.307 -2.163
H -3.589 4.171 -2.215
C 1.844 2.840 -1.572
C -3.000 -8.182 -2.011
H -1.346 -0.495 1.883
C -1.890 3.598 -0.896
Br 5.584 -3.777 -2.583
```

Computed properties:
multiplicity: 5
DFT total energy: -12858.2872 Eh
total charge: +2
expectation value of S²: 6.026